Record 1
{"formula": "C11H14ClN3", "method": "the ωB97M-V functional and the def2-TZVPD basis", "charge": 0, "orbital_gap_ev": 8.207, "e_lumo_ha": 0.014, "homo_energy_ev": -7.8, "smiles": "Clc1ccc(/N=N/N2CCCCC2)cc1", "e_above_lowest_kj_mol": 0.0, "elements": ["Cl", "N", "N", "C", "C", "C", "C", "C", "C", "N", "C", "C", "C", "C", "C", "H", "H", "H", "H", "H", "H", "H", "H", "H", "H", "H", "H", "H", "H"], "xyz": [[1.30505, 5.05186, -4.21102], [-0.49171, 0.63293, -0.69688], [-0.14751, 0.47602, 0.52940], [1.50889, 3.52166, -1.99532], [-0.16321, 2.85269, -3.56200], [1.10646, 2.50552, -1.10544], [-0.53758, 1.78951, -2.73969], [0.87340, 3.70075, -3.22267], [0.06194, 1.62786, -1.48979], [-0.75931, -0.57019, 1.15402], [-1.24457, -1.77279, 0.44764], [-0.53193, -0.72597, 2.61410], [-0.17480, -2.88703, 0.63473], [0.46217, -1.88757, 2.82913], [0.04205, -3.17670, 2.14470], [2.33227, 4.19477, -1.74802], [-0.71815, 3.02904, -4.47950], [1.58391, 2.40646, -0.14668], [-1.33818, 1.11852, -3.05528], [-1.49364, -1.62473, -0.61952], [-2.18471, -2.06190, 0.93726], [-1.45933, -0.92275, 3.11408], [-0.16053, 0.21562, 3.03547], [0.74122, -2.55435, 0.16577], [-0.51251, -3.79143, 0.15975], [1.45781, -1.56557, 2.48731], [0.49238, -2.05026, 3.91764], [-0.84949, -3.55544, 2.64438], [0.79962, -3.97654, 2.25642]]}



Record 2
{"formula": "C11H14F3N", "method": "the ωB97M-V functional and the def2-TZVPD basis", "charge": 0, "orbital_gap_ev": [7.677, 5.625], "e_lumo_ha": [-0.008, -0.022], "homo_energy_ev": [-7.9, -6.2], "e_above_lowest_kj_mol": 259.7, "elements": ["C", "C", "C", "C", "C", "C", "C", "C", "C", "C", "C", "N", "F", "F", "F", "H", "H", "H", "H", "H", "H", "H", "H", "H", "H", "H", "H", "H", "H"], "xyz": [[0.36993, 3.87181, -0.19515], [0.17094, 3.01452, -1.24284], [0.38806, 3.36850, 1.08437], [0.11142, 1.64072, -1.03063], [0.32163, 1.96091, 1.30498], [0.25912, 1.04985, 0.25258], [0.82959, -2.60751, -0.37570], [-1.49292, -1.65480, -0.65049], [-0.02467, -1.32724, -0.64036], [0.21303, -0.38385, 0.47210], [3.09168, 0.00162, 0.01460], [0.24619, -0.82833, 1.71569], [3.30906, 1.35006, -0.08238], [3.88042, -0.64331, -0.86015], [3.55520, -0.38222, 1.21253], [0.30766, 5.00571, -0.38643], [-0.18124, 3.37274, -2.23961], [0.40053, 4.08843, 1.97145], [-0.19153, 0.99231, -1.84452], [0.40735, 1.59674, 2.42805], [0.46604, -3.15349, 0.54819], [1.91870, -2.13707, -0.17268], [1.00245, -3.22776, -1.24003], [-2.01149, -1.93009, 0.32658], [-2.04213, -0.68902, -0.82447], [-1.83398, -2.46075, -1.21111], [0.35594, -0.81099, -1.57410], [0.18628, -1.87009, 1.91473], [0.53570, -0.15000, 2.40606]]}



Record 3
{"formula": "C11H14FeN2OP", "method": "the ωB97M-V functional and the def2-TZVPD basis", "charge": 0, "orbital_gap_ev": [4.852, 8.007], "spin_multiplicity": 6, "s2": 8.79, "e_lumo_ha": [0.001, -0.031], "homo_energy_ev": [-4.8, -8.9], "e_above_lowest_kj_mol": 0.0, "elements": ["C", "C", "C", "C", "C", "Fe", "P", "H", "H", "H", "H", "H", "H", "H", "H", "N", "C", "O", "C", "C", "C", "N", "C", "C", "H", "H", "H", "H", "H", "H"], "xyz": [[-2.62626, 2.76634, -0.23381], [-2.77614, 1.98351, -1.42577], [-3.00919, 0.63637, -1.05519], [-3.10843, 0.55986, 0.36286], [-2.86218, 1.86320, 0.91626], [-0.70492, 1.57265, 0.34557], [0.37739, 3.33916, 0.79147], [-2.60201, 3.84405, -0.16731], [-2.62293, 2.37094, -2.43775], [-2.98937, -0.22554, -1.72863], [-3.03358, 2.17404, 1.93398], [-3.30631, -0.33168, 0.97404], [0.12781, 3.68478, 2.15165], [0.12326, 4.50615, 0.04417], [1.78303, 3.15222, 0.71482], [3.96834, -3.55631, -0.00338], [2.61259, -3.70405, -0.16263], [2.10156, -4.79645, -0.32559], [1.79433, -2.44565, -0.10819], [2.34037, -1.16864, 0.12189], [1.50330, -0.05801, 0.13988], [0.15283, -0.17574, -0.01762], [-0.38793, -1.39913, -0.24861], [0.40668, -2.53338, -0.29512], [4.53436, -4.39282, -0.07731], [4.44063, -2.66674, 0.05609], [3.40219, -0.99841, 0.29628], [1.88740, 0.95720, 0.30172], [-1.46281, -1.46694, -0.39232], [-0.06400, -3.49100, -0.47143]]}



Record 4
{"formula": "C11H14MnN4O2S", "method": "the ωB97M-V functional and the def2-TZVPD basis", "charge": 0, "orbital_gap_ev": [7.058, 7.137], "spin_multiplicity": 2, "s2": 0.76, "e_lumo_ha": [-0.008, -0.008], "homo_energy_ev": [-7.3, -7.4], "elements": ["Mn", "C", "C", "C", "C", "C", "C", "C", "C", "C", "S", "C", "N", "H", "H", "H", "H", "H", "H", "H", "H", "N", "N", "C", "O", "O", "H", "H", "H", "N", "H", "H", "H"], "xyz": [[-0.14098, -1.54336, -0.12245], [-2.44544, 0.91832, -0.32504], [-1.03986, 1.44045, -0.29186], [-0.86814, 2.84420, -0.23488], [0.38302, 3.36892, -0.22049], [1.49835, 2.51009, -0.26151], [2.82113, 3.01183, -0.26130], [3.86641, 2.13825, -0.31354], [3.63461, 0.75017, -0.35266], [2.36600, 0.21706, -0.33853], [2.09182, -1.50787, -0.35259], [1.25872, 1.11944, -0.30467], [-0.02339, 0.59790, -0.32655], [-3.15522, 1.73530, -0.43497], [-2.67645, 0.38880, 0.59968], [-2.57858, 0.23176, -1.15934], [-1.74303, 3.47906, -0.21227], [0.53858, 4.44137, -0.18770], [2.97835, 4.08264, -0.22204], [4.88446, 2.50686, -0.32037], [4.47520, 0.06827, -0.38831], [-2.26225, -2.10390, -0.29325], [-2.31237, -3.47000, 0.07508], [-1.15064, -4.22181, -0.29204], [-1.24810, -5.43296, -0.30357], [-0.13502, -3.47802, -0.52210], [-2.94433, -1.61439, 0.27025], [-2.51744, -1.97283, -1.27162], [-3.16875, -3.94731, -0.16802], [-0.14110, -1.59144, 1.87456], [0.80030, -1.94539, 2.02965], [-0.79669, -2.28515, 2.22437], [-0.24919, -0.73627, 2.40809]]}



Record 5
{"formula": "C11H14N2O", "method": "the ωB97M-V functional and the def2-TZVPD basis", "charge": 0, "orbital_gap_ev": 9.019, "e_lumo_ha": 0.023, "homo_energy_ev": -8.4, "smiles": "Cc1ccc(O)cc1.Cc1c[nH]cn1", "e_above_lowest_kj_mol": 207.5, "elements": ["C", "C", "C", "C", "C", "C", "C", "O", "H", "H", "H", "H", "H", "H", "H", "H", "C", "C", "C", "C", "N", "N", "H", "H", "H", "H", "H", "H"], "xyz": [[-2.23370, 1.14010, -3.40885], [-0.29762, 0.10259, -2.33629], [-1.69926, 0.09591, -2.45364], [0.32544, -0.74568, -1.44091], [-0.45493, -1.58525, -0.68203], [-2.44029, -0.91112, -1.86144], [-1.76349, -1.81920, -1.04131], [0.13524, -2.25369, 0.40281], [0.25405, 0.73810, -3.01360], [1.40441, -0.71328, -1.35799], [-1.98976, 0.84451, -4.44359], [-1.89912, 2.16180, -3.29491], [-3.49826, -0.88117, -2.10436], [-0.32337, -1.86647, 1.12613], [-2.40269, -2.54867, -0.54329], [-3.33073, 1.14185, -3.34070], [3.37957, 0.19721, 3.20162], [0.56400, 1.79622, 1.65988], [2.15321, 0.56571, 2.47957], [1.01590, -0.21968, 2.36928], [1.87370, 1.77099, 1.88024], [0.04444, 0.55511, 1.82890], [0.05845, 2.69313, 1.36227], [-0.95616, 0.41234, 1.87930], [0.90291, -1.21626, 2.75668], [3.28865, -0.76599, 3.67183], [3.56634, 0.91129, 4.01469], [4.32308, 0.39959, 2.68971]]}



Record 6
{"formula": "C11H14N2O", "method": "the ωB97M-V functional and the def2-TZVPD basis", "charge": 0, "orbital_gap_ev": 9.573, "e_lumo_ha": 0.026, "homo_energy_ev": -8.9, "smiles": "N[C@H]1CCc2ccccc2C/C1=N\\O", "e_above_lowest_kj_mol": 610.5, "elements": ["C", "C", "C", "C", "C", "C", "C", "C", "C", "C", "C", "H", "H", "H", "H", "H", "H", "H", "H", "H", "H", "H", "H", "H", "H", "N", "N", "O"], "xyz": [[1.69532, -0.42469, -0.44505], [1.66089, -0.62736, 0.97217], [0.37182, -0.11085, 1.58630], [-0.94842, -0.34976, 1.02050], [-1.97127, -1.28190, 1.49561], [-3.13222, -1.66314, 0.93388], [-3.51115, -0.82458, -0.15361], [-2.63254, 0.16123, -0.68190], [-1.35282, 0.46209, -0.09372], [-0.35528, 1.35977, -0.75165], [1.08505, 0.93813, -0.95941], [3.67678, -0.34726, -0.64896], [3.13758, -1.04919, -1.95090], [0.95297, -1.25314, -0.76827], [1.85616, -1.71795, 1.01559], [2.69190, -0.30033, 1.39559], [0.59574, 0.97371, 1.68707], [0.08240, -0.37471, 2.61842], [-1.38863, -1.99956, 2.16040], [-3.94503, -2.38534, 1.26173], [-4.38968, -1.01774, -0.60223], [-2.81757, 0.76717, -1.58222], [-0.24128, 2.18970, -0.13420], [-0.87538, 1.53133, -1.75179], [2.79367, 3.65969, -1.57857], [2.98137, -0.92933, -0.93607], [2.13671, 1.54722, -1.50397], [1.84290, 3.06679, -1.60476]]}



Record 7
{"formula": "C11H14N2O", "method": "the ωB97M-V functional and the def2-TZVPD basis", "charge": 0, "orbital_gap_ev": 9.105, "e_lumo_ha": 0.030, "homo_energy_ev": -8.3, "smiles": "Cc1ccc(O)cc1.Cc1c[nH]cn1", "e_above_lowest_kj_mol": 179.4, "elements": ["C", "C", "C", "C", "N", "N", "H", "H", "H", "H", "H", "H", "C", "C", "C", "C", "C", "C", "C", "O", "H", "H", "H", "H", "H", "H", "H", "H"], "xyz": [[-1.11191, -3.68952, -1.11191], [1.83377, -2.19945, 0.12384], [-0.07390, -3.11374, -0.20844], [0.28415, -3.45165, 1.06421], [0.89606, -2.32231, -0.78287], [1.51922, -2.82524, 1.27214], [2.81086, -1.81844, -0.12661], [2.21224, -3.21246, 1.89165], [-0.24556, -3.72036, 1.96500], [-2.08689, -3.92312, -0.70131], [-0.75426, -4.65983, -1.45125], [-1.18646, -3.06856, -1.99802], [-2.44071, 1.74298, -0.94396], [1.33818, 2.97199, 0.53767], [1.29687, 2.04969, -0.51754], [0.21538, 3.27472, 1.27451], [0.06243, 1.56043, -0.89997], [-1.04402, 2.90137, 0.79476], [-1.10170, 2.03900, -0.29308], [2.59572, 3.40684, 0.91810], [2.24862, 1.70928, -0.89717], [2.60952, 3.56213, 1.86524], [0.36834, 3.72932, 2.24718], [0.03961, 0.76324, -1.63590], [-2.00467, 3.29561, 1.10492], [-2.30451, 1.19720, -1.86713], [-2.88107, 2.68283, -1.26866], [-3.09532, 1.11805, -0.35537]]}



Record 8
{"formula": "C11H14N2PS", "method": "the ωB97M-V functional and the def2-TZVPD basis", "charge": 1, "orbital_gap_ev": 6.576, "e_lumo_ha": -0.155, "homo_energy_ev": -10.8, "e_above_lowest_kj_mol": 161.7, "elements": ["C", "C", "C", "C", "C", "C", "C", "C", "C", "C", "C", "N", "N", "P", "S", "H", "H", "H", "H", "H", "H", "H", "H", "H", "H", "H", "H", "H", "H"], "xyz": [[1.72504, -0.31054, -1.15198], [1.22504, 0.97657, -1.10343], [-2.09073, -0.21777, 1.89292], [-2.92419, 0.85233, 1.62607], [-0.96759, 0.98139, 0.17462], [-2.42675, -1.20963, 2.76457], [-4.07361, 1.11648, 2.18264], [3.47488, -1.69703, -2.24263], [3.05862, -0.58983, -1.68084], [1.14342, -1.36593, -0.43254], [2.07402, 2.03957, -1.70176], [-0.95869, -0.21177, 0.93700], [0.09881, 1.46895, -0.47094], [-0.34209, -1.61970, 0.16375], [-2.40789, 1.83791, 0.21835], [-1.94713, -2.02466, 3.05291], [-3.30725, -1.05670, 3.45066], [-4.54561, 2.07186, 1.92035], [-4.55580, 0.58068, 3.00255], [4.56108, -1.86444, -2.54688], [2.81403, -2.48426, -2.50280], [3.82620, 0.26248, -1.48721], [1.69693, -2.24410, -0.41750], [1.57938, 2.97553, -1.48599], [2.30335, 1.75955, -2.70251], [3.10047, 2.16084, -1.25778], [-0.07921, 2.47426, -0.75678], [-0.42972, -2.75511, 0.97963], [-1.62501, -1.90691, -0.42444]]}



| no. | molecular weight (g mol⁻¹) | DFT total energy (Eh) |
| --- | --- | --- |
| 1 | 223.7 | -1051.96210 |
| 2 | 217.2 | -781.77005 |
| 3 | 277.1 | -2217.25029 |
| 4 | 321.3 | -2346.29495 |
| 5 | 190.2 | -612.27173 |
| 6 | 190.2 | -612.11821 |
| 7 | 190.2 | -612.28243 |
| 8 | 237.3 | -1276.18329 |